# C26H23NO5

One molecule with the formula C26H23NO5 (ωB97M-V/def2-TZVPD, the Open Molecules 2025 dataset).

```
! RIJCOSX wB97M-V def2-TZVPD def2/J DEFGRID3
* xyz 0 1
C -4.8233 -0.7466 2.8046
C -4.5645 0.6271 2.9209
C -3.2700 1.1048 2.7168
C -2.2591 0.2338 2.2914
C -0.9084 0.8408 2.0321
C -0.0139 0.1779 1.0087
N 1.3195 -0.0505 1.7071
C 1.9826 1.0158 2.2014
C 3.1415 0.8473 2.9395
C 3.7019 -0.4203 3.0515
C 3.0553 -1.4880 2.4277
C 1.8493 -1.2925 1.7735
O -0.5502 1.8272 2.6654
C -2.5154 -1.1443 2.1804
C -3.7953 -1.6312 2.4625
H -5.8302 -1.1315 2.9850
H -5.3618 1.3280 3.1708
H -3.0322 2.1599 2.8633
H -0.4068 -0.7977 0.7452
H 1.5508 1.9962 2.0144
H 3.5783 1.7434 3.3749
H 4.6333 -0.5633 3.5942
H 3.4692 -2.4917 2.4263
H 1.2922 -2.0908 1.2747
H -1.7062 -1.8149 1.8908
H -3.9738 -2.7068 2.3950
C 2.5081 0.0048 -3.8766
C 2.7610 -1.0971 -2.8676
C 3.6888 -2.1551 -3.4599
O 3.3803 -0.5596 -1.6727
C 2.5749 0.3577 -1.0136
O 3.0748 1.2681 -0.3750
C 1.1616 0.1196 -1.0979
C 0.2135 0.9220 -0.2746
C -1.1072 1.1624 -1.0248
C -1.3203 0.7036 -2.3280
C -2.5897 0.8217 -2.9052
C -3.6305 1.4333 -2.2017
C -3.3854 1.9816 -0.9380
C -2.1025 1.9175 -0.3995
C 0.8124 -1.2324 -1.4715
O -0.0561 -1.9175 -0.9481
O 1.5574 -1.8003 -2.4833
H 1.7658 0.7287 -3.5200
H 3.4575 0.5238 -4.0545
H 2.1672 -0.4413 -4.8172
H 3.7387 -3.0247 -2.8012
H 3.2915 -2.4635 -4.4294
H 4.6848 -1.7329 -3.5990
H 0.7173 1.8785 -0.0634
H -0.5052 0.2485 -2.9029
H -2.7446 0.4110 -3.9048
H -4.6306 1.4842 -2.6398
H -4.1849 2.4526 -0.3589
H -1.8616 2.4728 0.5112
*
```

Calculated values
Energy above the lowest of the compared OMol25 structures with the same formula, charge and spin in kcal/mol: 51.8
LUMO in eV: -0.763
E in hartree: -1435.51671
Highest occupied orbital energy in eV: -7.2

=====

# C26H24BBr4InN7O6S2

C26H24BBr4InN7O6S2 as an isolated structure (ωB97M-V/def2-TZVPD, the Open Molecules 2025 dataset).

```
! RIJCOSX wB97M-V def2-TZVPD def2/J DEFGRID3
* xyz -1 1
In 0.0703 0.2125 0.3334
O 2.0810 4.0463 -1.7000
C 2.1017 3.2833 -0.5982
O 3.0081 2.5475 -0.3153
C 0.9382 3.5844 0.2970
C 0.3588 4.8381 0.2946
C -0.6363 5.1099 1.2270
C -1.0040 4.1241 2.1150
C -0.4128 2.8696 1.9963
N 0.5361 2.6019 1.1086
C -0.8850 1.7221 2.8759
O -1.3460 2.0103 3.9735
O -0.7539 0.5619 2.3664
H 2.7667 3.6987 -2.2917
H 0.6855 5.5769 -0.4220
H -1.1130 6.0818 1.2483
H -1.7537 4.2662 2.8792
Br -1.1884 3.3346 -5.9894
C -1.3767 2.7246 -4.2085
C -2.6091 2.7637 -3.5797
Br -4.1382 3.4359 -4.4677
C -2.7197 2.2801 -2.2654
Br -4.3809 2.2371 -1.3482
C -1.6264 1.7939 -1.5656
O -1.7025 1.3063 -0.3478
C -0.3413 1.7945 -2.1950
O 0.6726 1.3645 -1.5061
C -0.2607 2.2246 -3.5196
Br 1.4270 2.0419 -4.3625
C -1.5934 -3.7185 -1.2659
N -0.2401 -3.8422 -0.7578
C 0.2522 -4.9394 -0.0790
C 1.5660 -4.7048 0.1298
N 1.8805 -3.4835 -0.4232
B 3.3523 -3.0189 -0.6525
N 3.7273 -1.5884 -0.0940
C 4.9082 -1.0240 -0.5253
C 5.1455 0.0880 0.2034
N 4.1060 0.1984 1.0926
C 3.9135 1.2612 2.0646
C 3.2440 -0.8222 0.8905
S 1.7961 -0.9874 1.8171
C 0.7667 -2.9540 -0.9541
S 0.6497 -1.4164 -1.7063
H -2.3119 -3.8679 -0.4627
H -1.7580 -4.4545 -2.0543
H -1.7102 -2.7191 -1.6734
H -0.3742 -5.7702 0.1928
H 2.3116 -5.3025 0.6207
H 4.0544 -3.8314 -0.0832
H 3.5713 -2.9795 -1.8412
H 5.4667 -1.4617 -1.3327
H 5.9314 0.8190 0.1486
H 4.7821 1.9142 2.0228
H 3.8123 0.8356 3.0610
H 3.0195 1.8284 1.8224
C -5.3648 -1.3170 0.3922
C -3.9586 -1.5959 0.8031
C -3.4297 -2.4465 1.7519
C -2.0376 -2.2305 1.7192
N -1.7446 -1.3377 0.7855
N -2.9169 -0.9722 0.2314
C -0.9904 -2.8147 2.6072
H -6.0518 -1.9192 0.9836
H -5.5202 -1.5474 -0.6625
H -5.6101 -0.2642 0.5382
H -3.9710 -3.1098 2.4066
H -2.9006 -0.0841 -0.2748
H -1.4218 -3.5898 3.2407
H -0.5851 -2.0267 3.2447
H -0.1638 -3.2397 2.0398
*
```

Calculated values
Energy above the lowest of the compared OMol25 structures with the same formula, charge and spin in kcal/mol: 14.8
LUMO in eV: 2.339
E in hartree: -13147.68010
Highest occupied orbital energy in eV: -4.6

=====

# C26H24Br2N9OReS

C26H24Br2N9OReS as an isolated structure (ωB97M-V/def2-TZVPD, the Open Molecules 2025 dataset).

```
! RIJCOSX wB97M-V def2-TZVPD def2/J DEFGRID3
* xyz 3 4
Re 0.4368 -0.0489 0.2741
Br -2.4663 3.2830 6.0541
C -1.4711 2.3390 4.7969
C -0.0825 2.3784 4.9916
C 0.7322 1.8804 3.9726
C 0.2323 1.5054 2.7374
O 1.0926 1.1976 1.7056
C -1.1959 1.6069 2.4992
C -1.6671 1.7497 1.1905
N -0.8804 1.4321 0.0943
C -0.8292 2.1523 -1.1031
C -1.7461 3.0742 -1.7313
C -1.3751 3.9156 -2.7646
C -0.0580 3.8559 -3.2263
C 0.7872 2.7632 -2.9030
C 2.0737 2.6198 -3.4878
C 2.9486 1.7332 -2.8983
C 2.6658 1.2108 -1.6243
N 1.4002 1.2620 -1.1191
C 0.4168 1.9838 -1.7779
C -2.0341 1.8730 3.6348
H 0.3138 3.0360 5.7472
H 1.7813 1.9199 3.9338
H -2.6507 2.1606 1.0394
H -2.7602 2.9633 -1.3933
H -2.1018 4.6313 -3.1318
H 0.2587 4.6483 -3.8576
H 2.2949 3.1769 -4.3992
H 3.9052 1.4585 -3.3317
H 3.4685 0.8581 -1.0006
H -3.1186 1.6776 3.6465
N -4.3848 -1.7709 1.7059
N -4.1752 -1.4755 0.3176
C -2.9426 -1.2449 -0.1495
N -2.8705 -0.9714 -1.4770
S -1.3830 -1.3826 0.8444
H -3.8586 -2.6715 1.8986
H -5.3595 -2.0361 1.8253
H -4.8873 -0.8374 -0.0324
H -3.6844 -1.0179 -2.1024
H -1.9403 -0.9859 -1.9202
Br 3.8550 -0.9391 0.3551
C 2.6825 -1.8417 1.4641
C 3.2326 -2.9883 2.0541
C 2.4312 -3.8145 2.8763
C 1.1302 -3.3120 3.2339
C 0.7398 -2.0764 2.7401
N 1.3855 -1.4330 1.7278
H 4.2909 -3.1355 1.9280
H 2.7747 -4.7748 3.2209
H 0.6687 -3.8287 4.0685
H -0.1287 -1.5260 3.1434
N 1.2544 -1.6750 -4.8941
C 1.0246 -2.0699 -3.6390
C 0.5304 -1.0833 -2.7579
N 0.4985 -1.3395 -1.4166
C 0.8556 -2.6126 -1.0377
C 1.3749 -3.5298 -1.9719
N 1.4998 -3.2882 -3.2512
H 0.7920 -0.7741 -5.0992
H 1.5759 -2.3785 -5.5415
H 0.1662 -0.1344 -3.0499
H 0.7411 -2.8692 0.0003
H 1.7388 -4.4791 -1.6321
*
```

Calculated values
Energy above the lowest of the compared OMol25 structures with the same formula, charge and spin in kcal/mol: 60.6
LUMO (alpha / beta) in eV: -9.532 / -9.997
E in hartree: -7196.70211
Highest occupied orbital energy (alpha / beta) in eV: -15.8 / -16.0

=====

Look up the energy above the lowest of the compared OMol25 structures with the same formula, charge and spin of the third one.
60.6 kcal/mol

=====

Repeat the first record exactly.
# C26H23NO5

One molecule with the formula C26H23NO5 (ωB97M-V/def2-TZVPD, the Open Molecules 2025 dataset).

```
! RIJCOSX wB97M-V def2-TZVPD def2/J DEFGRID3
* xyz 0 1
C -4.8233 -0.7466 2.8046
C -4.5645 0.6271 2.9209
C -3.2700 1.1048 2.7168
C -2.2591 0.2338 2.2914
C -0.9084 0.8408 2.0321
C -0.0139 0.1779 1.0087
N 1.3195 -0.0505 1.7071
C 1.9826 1.0158 2.2014
C 3.1415 0.8473 2.9395
C 3.7019 -0.4203 3.0515
C 3.0553 -1.4880 2.4277
C 1.8493 -1.2925 1.7735
O -0.5502 1.8272 2.6654
C -2.5154 -1.1443 2.1804
C -3.7953 -1.6312 2.4625
H -5.8302 -1.1315 2.9850
H -5.3618 1.3280 3.1708
H -3.0322 2.1599 2.8633
H -0.4068 -0.7977 0.7452
H 1.5508 1.9962 2.0144
H 3.5783 1.7434 3.3749
H 4.6333 -0.5633 3.5942
H 3.4692 -2.4917 2.4263
H 1.2922 -2.0908 1.2747
H -1.7062 -1.8149 1.8908
H -3.9738 -2.7068 2.3950
C 2.5081 0.0048 -3.8766
C 2.7610 -1.0971 -2.8676
C 3.6888 -2.1551 -3.4599
O 3.3803 -0.5596 -1.6727
C 2.5749 0.3577 -1.0136
O 3.0748 1.2681 -0.3750
C 1.1616 0.1196 -1.0979
C 0.2135 0.9220 -0.2746
C -1.1072 1.1624 -1.0248
C -1.3203 0.7036 -2.3280
C -2.5897 0.8217 -2.9052
C -3.6305 1.4333 -2.2017
C -3.3854 1.9816 -0.9380
C -2.1025 1.9175 -0.3995
C 0.8124 -1.2324 -1.4715
O -0.0561 -1.9175 -0.9481
O 1.5574 -1.8003 -2.4833
H 1.7658 0.7287 -3.5200
H 3.4575 0.5238 -4.0545
H 2.1672 -0.4413 -4.8172
H 3.7387 -3.0247 -2.8012
H 3.2915 -2.4635 -4.4294
H 4.6848 -1.7329 -3.5990
H 0.7173 1.8785 -0.0634
H -0.5052 0.2485 -2.9029
H -2.7446 0.4110 -3.9048
H -4.6306 1.4842 -2.6398
H -4.1849 2.4526 -0.3589
H -1.8616 2.4728 0.5112
*
```

Calculated values
Energy above the lowest of the compared OMol25 structures with the same formula, charge and spin in kcal/mol: 51.8
LUMO in eV: -0.763
E in hartree: -1435.51671
Highest occupied orbital energy in eV: -7.2

=====

Please write out number 3 again, unchanged.
# C26H24Br2N9OReS

C26H24Br2N9OReS as an isolated structure (ωB97M-V/def2-TZVPD, the Open Molecules 2025 dataset).

```
! RIJCOSX wB97M-V def2-TZVPD def2/J DEFGRID3
* xyz 3 4
Re 0.4368 -0.0489 0.2741
Br -2.4663 3.2830 6.0541
C -1.4711 2.3390 4.7969
C -0.0825 2.3784 4.9916
C 0.7322 1.8804 3.9726
C 0.2323 1.5054 2.7374
O 1.0926 1.1976 1.7056
C -1.1959 1.6069 2.4992
C -1.6671 1.7497 1.1905
N -0.8804 1.4321 0.0943
C -0.8292 2.1523 -1.1031
C -1.7461 3.0742 -1.7313
C -1.3751 3.9156 -2.7646
C -0.0580 3.8559 -3.2263
C 0.7872 2.7632 -2.9030
C 2.0737 2.6198 -3.4878
C 2.9486 1.7332 -2.8983
C 2.6658 1.2108 -1.6243
N 1.4002 1.2620 -1.1191
C 0.4168 1.9838 -1.7779
C -2.0341 1.8730 3.6348
H 0.3138 3.0360 5.7472
H 1.7813 1.9199 3.9338
H -2.6507 2.1606 1.0394
H -2.7602 2.9633 -1.3933
H -2.1018 4.6313 -3.1318
H 0.2587 4.6483 -3.8576
H 2.2949 3.1769 -4.3992
H 3.9052 1.4585 -3.3317
H 3.4685 0.8581 -1.0006
H -3.1186 1.6776 3.6465
N -4.3848 -1.7709 1.7059
N -4.1752 -1.4755 0.3176
C -2.9426 -1.2449 -0.1495
N -2.8705 -0.9714 -1.4770
S -1.3830 -1.3826 0.8444
H -3.8586 -2.6715 1.8986
H -5.3595 -2.0361 1.8253
H -4.8873 -0.8374 -0.0324
H -3.6844 -1.0179 -2.1024
H -1.9403 -0.9859 -1.9202
Br 3.8550 -0.9391 0.3551
C 2.6825 -1.8417 1.4641
C 3.2326 -2.9883 2.0541
C 2.4312 -3.8145 2.8763
C 1.1302 -3.3120 3.2339
C 0.7398 -2.0764 2.7401
N 1.3855 -1.4330 1.7278
H 4.2909 -3.1355 1.9280
H 2.7747 -4.7748 3.2209
H 0.6687 -3.8287 4.0685
H -0.1287 -1.5260 3.1434
N 1.2544 -1.6750 -4.8941
C 1.0246 -2.0699 -3.6390
C 0.5304 -1.0833 -2.7579
N 0.4985 -1.3395 -1.4166
C 0.8556 -2.6126 -1.0377
C 1.3749 -3.5298 -1.9719
N 1.4998 -3.2882 -3.2512
H 0.7920 -0.7741 -5.0992
H 1.5759 -2.3785 -5.5415
H 0.1662 -0.1344 -3.0499
H 0.7411 -2.8692 0.0003
H 1.7388 -4.4791 -1.6321
*
```

Calculated values
Energy above the lowest of the compared OMol25 structures with the same formula, charge and spin in kcal/mol: 60.6
LUMO (alpha / beta) in eV: -9.532 / -9.997
E in hartree: -7196.70211
Highest occupied orbital energy (alpha / beta) in eV: -15.8 / -16.0

=====

energy above the lowest of the compared OMol25 structures with the same formula, charge and spin of number 3 (C26H24Br2N9OReS)?
60.6 kcal/mol